No. 1
Density functional theory data (the ωB97M-V functional and the def2-TZVPD basis) for a cluster of 2 separate species, C2H6O2S in total.

XYZ file:
```
11
Properties=species:S:1:pos:R:3:forces:R:3:lowdin_charge:R:1
C -0.800 -1.682 -0.618 -1.5 -0.1 0.9 -0.12
C 0.312 -2.325 -0.333 0.9 0.7 -1.4 -0.09
O 0.343 1.816 1.508 0.7 -0.5 0.2 -0.38
O 1.045 2.863 -0.666 0.5 0.7 -0.4 -0.52
S -0.007 2.058 -0.091 -1.0 -0.4 1.4 0.85
H -1.597 -1.512 0.146 0.9 0.1 -0.5 0.06
H -1.058 -1.370 -1.601 -0.2 0.0 -0.8 0.03
H 1.214 2.205 1.707 -0.3 -0.1 -0.2 0.06
H 0.522 -2.415 0.717 0.6 -0.8 0.1 0.04
H 1.031 -2.512 -1.194 -0.7 0.0 1.7 0.08
H -1.005 2.874 0.425 0.0 0.3 -0.9 -0.01
```
Positions in Å, forces in eV/Å.

Computed properties:
Kohn-Sham gap, eV: 10.42
Relative energy (zero: lowest compared OMol25 entry of this formula, charge and spin), kJ/mol: 256.9
HOMO, eV: -9.81
LUMO, eV: 0.61
2S+1: 1

---

No. 2
Density functional theory data (the ωB97M-V functional and the def2-TZVPD basis) for a cluster of 14 separate species, C20H68N6O14 in total.

XYZ file:
```
108
Properties=species:S:1:pos:R:3:forces:R:3:lowdin_charge:R:1
C 11.526 8.419 10.047 0.7 0.2 -0.5 -0.06
C 10.840 7.216 9.404 2.0 0.3 0.1 -0.34
O 9.648 7.659 8.926 -1.7 0.0 -2.6 -0.07
H 11.951 9.089 9.253 -0.1 -0.6 0.8 0.09
H 12.242 8.185 10.823 0.6 -0.2 -0.3 0.04
H 10.802 9.010 10.576 -0.7 0.3 0.2 0.05
H 10.673 6.382 10.050 0.2 -0.6 0.9 0.10
H 11.434 6.817 8.558 -0.3 0.3 0.3 0.13
H 9.076 7.887 9.632 -0.8 0.3 1.1 0.07
C 16.717 9.497 16.018 0.7 -1.8 0.5 -0.10
C 17.234 10.059 14.704 -1.5 0.5 -0.2 -0.33
O 16.726 11.372 14.509 0.5 1.1 -0.3 -0.13
H 17.150 10.041 16.887 -0.5 -0.3 -0.5 0.08
H 17.109 8.418 16.077 -0.4 1.4 0.1 0.09
H 15.613 9.380 16.105 0.7 0.6 -0.2 0.07
H 16.810 9.499 13.859 0.7 -0.6 0.2 0.10
H 18.318 10.112 14.714 0.3 -0.5 -0.2 0.11
H 17.193 11.763 13.724 -1.1 -0.8 0.9 0.03
C 10.267 14.562 11.496 -0.8 0.9 1.9 -0.08
C 9.480 15.864 11.270 0.7 -1.2 3.1 -0.31
O 10.185 16.621 10.365 -0.3 2.0 -0.5 -0.08
H 10.317 13.998 10.615 0.5 -0.8 -1.3 0.04
H 9.716 13.948 12.228 0.2 0.2 -0.2 0.08
H 11.264 14.772 11.961 -0.8 -0.2 -0.7 0.08
H 9.430 16.332 12.300 0.1 0.0 -1.0 0.12
H 8.457 15.722 10.989 -0.7 -0.4 -0.5 0.10
H 9.802 17.513 10.403 0.5 -0.3 -0.5 0.12
C 11.254 16.110 16.517 -0.6 0.0 1.1 -0.10
C 11.644 15.945 15.076 -3.0 0.4 0.4 -0.36
O 11.714 14.579 14.836 1.2 -0.6 -1.1 -0.09
H 11.389 17.138 16.823 -0.2 0.5 0.1 0.06
H 11.935 15.542 17.158 -0.1 -0.2 -0.1 0.08
H 10.187 15.808 16.762 1.3 0.2 -0.5 0.10
H 12.464 16.568 14.821 1.5 0.0 -0.2 0.10
H 10.811 16.366 14.474 0.2 0.0 0.0 0.10
H 12.330 14.474 14.084 -0.2 -0.5 0.3 0.05
C 14.987 12.440 10.719 0.6 -3.7 -0.3 -0.09
C 13.660 11.868 10.289 1.4 0.0 4.7 -0.25
O 12.700 12.682 10.967 -2.4 -0.9 -4.0 -0.11
H 15.056 13.466 10.702 0.2 2.3 -0.2 0.05
H 15.728 11.945 10.096 0.3 0.4 0.0 0.04
H 15.178 12.035 11.710 0.1 0.6 0.3 0.08
H 13.670 10.860 10.736 -0.5 0.1 -0.1 0.09
H 13.661 11.669 9.283 -1.3 0.7 -2.7 0.06
H 13.021 12.962 11.792 1.2 0.4 2.1 0.01
C 10.907 11.835 7.926 -1.4 0.6 0.1 -0.07
C 9.707 10.839 7.659 2.3 -0.3 -0.9 -0.32
O 8.502 11.544 7.492 1.1 1.2 0.5 -0.06
H 10.771 12.825 7.361 0.2 -1.6 0.5 0.10
H 11.925 11.416 7.749 -1.0 0.1 0.2 0.04
H 10.796 12.114 8.995 0.5 0.0 -0.5 0.06
H 9.632 10.099 8.469 0.1 0.4 0.0 0.08
H 9.892 10.209 6.739 0.1 0.7 0.6 0.12
H 7.929 10.833 7.329 -2.0 -1.0 -0.4 0.05
C 15.213 11.902 6.766 2.8 4.2 5.3 -0.62
O 16.179 12.269 7.669 -3.9 -1.4 -3.6 -0.12
N 14.034 12.486 6.703 -2.8 1.0 0.4 0.16
N 15.431 11.050 5.864 1.5 -3.6 -2.8 0.20
H 13.927 13.361 7.255 -0.5 -1.1 -0.5 0.04
H 13.168 12.093 6.241 2.0 0.6 0.7 0.14
H 16.283 10.578 5.921 1.4 -0.9 0.0 0.11
H 14.844 10.798 5.100 -0.5 0.2 -0.1 0.13
C 12.992 15.569 8.221 -4.8 5.9 -4.5 -0.62
O 12.546 16.471 7.242 2.7 -4.5 4.7 -0.15
N 14.000 14.779 8.095 5.1 -0.2 -4.6 0.13
N 12.361 15.381 9.334 -3.6 0.1 3.5 0.17
H 14.603 15.050 7.245 -0.9 -0.6 2.1 0.18
H 14.422 14.280 8.839 0.5 -0.2 0.8 0.09
H 11.428 15.872 9.508 2.0 -0.7 -0.5 0.10
H 12.517 14.553 9.961 0.0 0.9 -1.0 0.09
C 11.284 11.574 13.757 4.8 -0.6 -3.7 -0.69
O 12.584 11.765 13.774 -4.6 0.0 0.4 -0.05
N 10.672 11.254 12.600 -1.3 -0.3 -0.7 0.16
N 10.511 11.449 14.758 0.6 2.0 8.6 0.16
H 11.328 11.311 11.873 0.3 0.3 -1.8 0.05
H 9.644 11.225 12.439 1.7 0.2 0.3 0.13
H 11.077 11.870 15.639 -2.3 -1.4 -2.4 0.20
H 9.514 11.287 14.886 0.7 0.2 -0.7 0.12
C 18.289 14.513 8.954 0.1 0.8 -1.5 -0.16
O 17.605 13.549 9.698 -0.6 -1.0 0.1 -0.19
H 17.552 15.196 8.419 0.8 -0.8 0.4 0.09
H 18.993 14.057 8.176 -0.8 0.6 1.1 0.10
H 18.832 15.162 9.661 0.0 -0.4 -0.3 0.08
H 17.042 12.974 9.119 0.5 0.8 0.0 0.04
C 15.128 14.431 13.437 0.1 0.0 -0.1 -0.09
O 13.893 14.499 12.729 -0.4 -0.2 -0.2 -0.16
H 15.208 15.377 13.943 0.5 0.2 0.7 0.08
H 15.984 14.277 12.784 0.0 0.1 -0.3 0.07
H 15.119 13.573 14.098 -0.3 0.0 0.3 0.09
H 13.931 15.261 12.144 -0.1 0.1 -0.1 0.10
C 18.885 12.571 12.668 1.3 0.7 -0.7 -0.16
O 17.750 12.026 12.021 0.3 -0.5 -0.9 -0.19
H 18.680 13.620 12.616 0.6 1.1 0.3 0.07
H 19.829 12.371 12.072 -0.9 0.0 0.9 0.11
H 19.038 12.362 13.758 -0.5 -0.6 -1.1 0.09
H 17.781 12.431 11.095 -0.3 -0.4 1.4 0.07
C 14.032 9.438 12.936 -0.4 -0.8 0.0 -0.13
O 14.386 8.198 12.274 -0.7 0.0 0.1 -0.14
H 12.969 9.630 12.717 0.5 0.2 0.4 0.06
H 14.631 10.266 12.589 0.2 0.0 -0.4 0.05
H 14.246 9.365 14.007 -0.4 0.0 0.0 0.08
H 13.552 7.685 12.276 1.0 0.2 0.0 0.06
C 15.743 9.397 9.474 -0.6 -1.2 0.7 -0.17
O 16.354 8.197 9.104 1.0 -2.0 0.2 -0.12
H 14.671 9.225 9.608 0.0 0.4 0.0 0.07
H 15.962 10.065 8.696 0.0 1.1 -1.2 0.04
H 16.167 9.817 10.357 0.2 0.2 1.0 0.07
H 16.507 7.550 9.836 -0.5 1.3 -0.7 0.10
```
Positions in Å, forces in eV/Å.

Computed properties:
Kohn-Sham gap, eV: 9.04
Relative energy (zero: lowest compared OMol25 entry of this formula, charge and spin), kJ/mol: 131.6
HOMO, eV: -8.82
LUMO, eV: 0.22
2S+1: 1

---

No. 3
Density functional theory data (the ωB97M-V functional and the def2-TZVPD basis) for a structure of composition C70H69N9O2PtS3Te.

XYZ file:
```
155
Properties=species:S:1:pos:R:3:forces:R:3:lowdin_charge:R:1
Pt 1.188 0.419 -1.672 1.3 -1.6 -2.3 0.98
N -0.574 -0.565 -1.662 -1.5 -2.2 0.7 -0.45
S -1.408 -1.695 -1.256 0.9 2.0 -1.0 0.79
N -2.643 -1.291 -0.247 -1.1 0.1 0.6 -0.35
S -3.455 0.004 -0.585 1.7 0.2 -0.4 0.90
N -2.686 1.243 -1.132 -1.4 -0.5 0.0 -0.37
S -1.450 2.085 -0.453 2.0 0.4 0.3 0.79
N -0.013 1.821 -0.690 -1.9 0.5 0.0 -0.46
C -1.904 2.033 1.295 -0.1 0.4 -0.2 -0.32
C -1.401 1.017 2.091 0.2 -0.1 -0.3 -0.09
C -1.863 0.885 3.389 0.0 0.1 0.1 -0.06
C -2.808 1.775 3.883 0.0 -0.1 0.0 -0.06
C -3.274 2.812 3.094 0.0 0.0 0.1 -0.06
C -2.828 2.941 1.792 0.2 0.1 0.0 -0.07
C -1.976 3.758 -0.909 -0.4 -0.5 -0.1 -0.30
C -1.195 4.833 -0.527 0.2 -0.2 0.2 -0.06
C -1.646 6.120 -0.776 0.0 -0.1 0.0 -0.04
C -2.869 6.323 -1.395 0.0 0.0 0.0 -0.06
C -3.642 5.240 -1.781 0.0 0.0 0.0 -0.06
C -3.195 3.955 -1.533 -0.1 -0.1 -0.1 -0.09
C -4.615 -0.392 -1.854 -0.8 0.0 -0.4 -0.32
C -5.139 -1.685 -1.831 0.4 0.4 0.4 -0.06
C -6.005 -2.088 -2.822 -0.2 0.1 -0.3 -0.04
C -6.374 -1.200 -3.828 0.2 0.1 0.2 -0.04
C -5.876 0.097 -3.824 -0.2 -0.2 -0.2 -0.05
C -4.999 0.508 -2.843 0.4 0.0 0.6 -0.06
C -4.429 0.298 0.860 -0.7 -0.4 0.5 -0.30
C -4.435 -0.651 1.882 0.3 0.2 -0.6 -0.06
C -5.329 -0.521 2.921 -0.3 0.3 0.2 -0.05
C -6.221 0.546 2.945 0.2 -0.1 -0.2 -0.05
C -6.218 1.483 1.918 -0.1 -0.1 0.2 -0.06
C -5.331 1.364 0.870 0.4 -0.4 -0.4 -0.06
C -0.672 -3.020 -0.296 -1.4 -0.5 -0.1 -0.31
C 0.705 -2.803 0.040 0.9 0.3 0.2 -0.09
C 1.620 -3.766 0.263 -0.6 0.4 0.0 -0.01
C 1.455 -5.201 0.072 0.0 -0.3 -0.1 -0.12
C -1.007 -5.150 0.945 0.1 0.1 -0.1 -0.08
C -1.469 -4.029 0.081 0.4 0.3 0.1 -0.07
C -2.199 -2.299 -2.781 0.3 -0.4 0.3 -0.30
C -2.460 -1.280 -3.689 0.1 0.2 0.0 -0.10
C -2.972 -1.583 -4.936 0.0 -0.1 0.1 -0.05
C -3.188 -2.907 -5.288 0.0 -0.1 0.0 -0.06
C -2.900 -3.920 -4.389 0.0 -0.1 0.0 -0.06
C -2.409 -3.620 -3.125 -0.1 0.0 0.2 -0.08
H -0.685 0.325 1.667 0.1 -0.1 0.0 0.10
H -1.505 0.083 4.016 0.1 -0.1 0.0 0.12
H -3.200 1.646 4.878 0.0 0.0 0.2 0.11
H -4.000 3.510 3.482 -0.1 0.1 0.1 0.12
H -3.199 3.732 1.160 -0.1 0.1 0.0 0.11
H -0.244 4.663 -0.051 0.2 0.1 0.0 0.07
H -1.044 6.960 -0.471 0.1 0.1 0.0 0.12
H -3.224 7.326 -1.576 0.0 0.1 0.0 0.11
H -4.599 5.394 -2.259 -0.1 0.0 -0.1 0.11
H -3.781 3.094 -1.801 -0.2 0.0 -0.1 0.07
H -4.828 -2.347 -1.039 0.0 -0.2 0.0 0.11
H -6.397 -3.093 -2.815 0.0 -0.1 0.0 0.12
H -7.044 -1.517 -4.610 -0.1 0.0 -0.1 0.11
H -6.168 0.792 -4.596 0.0 0.1 -0.1 0.12
H -4.576 1.497 -2.854 0.1 0.1 -0.1 0.10
H -3.735 -1.467 1.821 0.1 -0.2 0.1 0.11
H -5.343 -1.253 3.713 0.0 -0.1 0.1 0.12
H -6.921 0.642 3.758 -0.1 0.0 0.1 0.11
H -6.922 2.300 1.937 0.0 0.1 0.0 0.12
H -5.328 2.067 0.051 -0.1 0.2 -0.1 0.12
H 1.009 -1.759 0.082 0.1 -0.1 0.1 0.08
H 2.617 -3.468 0.559 0.0 0.2 0.0 0.12
H 2.349 -5.785 0.261 -0.1 -0.1 0.0 0.16
H -1.844 -5.827 1.117 0.1 0.0 0.1 0.12
H -2.495 -4.035 -0.247 -0.3 0.0 -0.1 0.11
H -2.240 -0.263 -3.399 0.1 0.1 -0.1 0.10
H -3.188 -0.791 -5.637 0.0 0.1 -0.1 0.12
H -3.572 -3.150 -6.267 0.0 0.0 -0.1 0.11
H -3.038 -4.951 -4.675 0.0 -0.1 0.0 0.11
H -2.183 -4.415 -2.430 0.0 -0.1 0.0 0.10
C 1.475 3.831 -2.868 -0.1 0.1 0.1 0.00
C 1.965 3.604 -1.464 1.6 -2.0 -1.0 -0.66
O 1.774 4.423 -0.543 -0.8 1.4 1.3 -0.16
N 2.611 2.487 -1.198 1.0 3.1 0.5 -0.09
Te 1.911 2.579 1.358 1.0 0.2 0.5 1.83
C 2.046 3.370 3.375 0.0 0.0 0.0 -0.36
C 2.793 2.695 4.340 -0.1 -0.1 -0.2 -0.30
C 3.336 1.326 4.075 0.1 0.0 0.1 -0.07
C 3.004 3.288 5.577 -0.1 0.2 0.0 -0.01
C 2.470 4.528 5.893 0.0 -0.1 -0.2 -0.26
C 2.750 5.173 7.213 0.0 0.0 0.0 -0.05
C 1.657 5.150 4.951 0.1 -0.1 0.0 -0.01
C 1.441 4.587 3.703 0.0 -0.1 -0.2 -0.32
C 0.568 5.271 2.695 0.0 0.1 0.1 -0.07
C 4.030 2.463 1.168 0.1 0.1 0.0 -0.35
C 4.802 3.622 1.199 -0.2 -0.1 0.1 -0.27
C 4.207 4.950 1.537 0.0 0.1 0.0 -0.04
C 6.149 3.532 0.874 0.0 -0.2 0.0 0.00
C 6.739 2.332 0.514 -0.2 0.1 0.0 -0.26
C 8.178 2.274 0.113 0.0 0.0 0.0 -0.05
C 5.954 1.185 0.512 -0.1 0.2 0.1 -0.01
C 4.603 1.235 0.822 -0.2 -0.1 0.1 -0.31
C 3.777 -0.017 0.778 -0.1 0.0 -0.1 -0.10
H 0.884 4.739 -2.928 -0.1 0.1 -0.1 0.08
H 0.872 2.961 -3.151 0.0 0.1 -0.1 0.06
H 2.326 3.892 -3.544 0.0 0.0 -0.1 0.09
H 2.644 0.792 3.420 0.2 -0.2 0.1 0.04
H 3.447 0.767 5.001 0.0 -0.1 0.1 0.09
H 4.312 1.382 3.593 0.0 -0.1 -0.1 0.09
H 3.600 2.767 6.313 0.1 -0.1 0.1 0.12
H 3.327 4.508 7.849 0.0 0.0 0.1 0.08
H 1.821 5.429 7.719 0.0 0.0 0.1 0.08
H 3.314 6.094 7.068 0.0 0.1 0.1 0.09
H 1.198 6.099 5.191 -0.1 0.1 0.0 0.12
H 0.111 6.163 3.118 -0.1 0.1 0.0 0.08
H -0.224 4.587 2.377 -0.1 0.1 -0.1 0.06
H 1.151 5.561 1.819 -0.1 0.0 -0.1 0.07
H 3.336 5.126 0.905 0.0 0.2 0.0 0.05
H 4.929 5.746 1.372 0.0 0.1 0.0 0.09
H 3.896 4.974 2.580 0.0 0.1 0.1 0.08
H 6.743 4.434 0.880 0.1 0.1 0.0 0.12
H 8.606 3.271 0.081 0.1 0.1 0.0 0.07
H 8.283 1.821 -0.870 0.1 0.0 -0.1 0.08
H 8.749 1.675 0.820 0.1 -0.1 0.0 0.08
H 6.403 0.237 0.249 0.0 -0.1 -0.1 0.12
H 4.382 -0.861 0.456 0.0 -0.1 0.0 0.07
H 2.930 0.094 0.076 0.2 -0.1 0.2 0.01
H 3.369 -0.250 1.761 0.0 -0.1 0.1 0.06
C -0.287 -7.697 2.159 0.0 0.0 -0.1 -0.04
C 0.293 -7.328 0.828 0.4 -0.6 -0.2 -0.22
C 0.928 -8.242 0.060 -0.4 0.3 0.6 -0.04
C 1.288 -8.009 -1.302 0.2 0.6 -0.7 -0.02
C 1.047 -6.814 -1.896 0.0 -0.5 0.4 -0.20
N 1.151 -6.664 -3.284 0.4 -0.4 -0.1 0.15
C 0.616 -5.719 -4.137 -0.2 0.2 -0.2 -0.50
O 0.102 -6.069 -5.178 -0.1 -0.1 -0.2 0.09
N 0.627 -4.367 -3.823 -0.5 0.0 -0.3 0.14
C 1.567 -3.543 -3.204 0.9 -0.1 0.2 -0.21
C 2.793 -3.994 -2.707 -0.1 0.8 -0.2 0.02
C 3.679 -3.029 -2.237 -0.4 -0.8 -0.3 -0.03
C 3.299 -1.709 -2.161 -0.2 0.6 -0.1 -0.13
N 2.084 -1.273 -2.553 0.0 -0.7 0.4 -0.05
C 1.275 -2.184 -3.131 0.2 0.3 0.0 -0.07
C 0.595 -5.693 -1.089 0.2 0.2 0.0 -0.09
C 0.154 -5.948 0.346 0.0 0.0 0.0 -0.25
H 0.147 -8.633 2.500 0.0 -0.1 0.1 0.08
H -1.366 -7.833 2.077 -0.1 0.0 0.1 0.09
H -0.102 -6.934 2.913 0.0 0.0 0.1 0.08
H 1.082 -9.241 0.442 0.0 -0.1 0.1 0.12
H 1.651 -8.850 -1.873 0.1 0.0 -0.2 0.11
H 1.210 -7.559 -3.761 -0.1 0.3 0.0 0.16
H 0.023 -3.872 -4.472 0.1 -0.2 0.1 0.14
H 3.061 -5.034 -2.738 0.1 -0.2 0.0 0.12
H 4.671 -3.326 -1.937 0.1 0.1 0.1 0.12
H 3.994 -0.961 -1.818 -0.2 0.2 0.1 0.08
H 0.360 -1.810 -3.574 0.0 0.0 0.2 0.11
H 0.094 -4.903 -1.625 0.0 -0.1 0.1 0.11
H -0.670 -4.757 1.912 -0.1 0.0 0.0 0.14
N 3.856 1.122 -2.717 1.1 -0.9 -1.0 0.09
C 2.876 1.475 -2.033 -2.5 -0.8 1.1 -0.61
H 4.691 1.694 -2.765 -0.2 0.6 0.3 0.05
```
Positions in Å, forces in eV/Å.

Computed properties:
<S²>: 0.755
Charge: +1
Kohn-Sham gap (spin up / spin down), eV: 5.68 / 5.39
Relative energy (zero: lowest compared OMol25 entry of this formula, charge and spin), kJ/mol: 403.0
HOMO (spin up / spin down), eV: -8.35 / -8.30
LUMO (spin up / spin down), eV: -2.67 / -2.91
2S+1: 2

---

M across the listed records, respectively: 94.13; 616.79; 1487.26 g/mol.
DFT total energy across the listed records, respectively: -17098.85815; -59443.02939; -134245.90346 eV.